# C83H162FN9O8

A cluster of 10 separate species, C83H162FN9O8 in total in a non-equilibrium geometry (wB97M-V/def2-TZVPD, the OMol25 dataset).

Summary:
Max |F|: 3.35 eV/A
DFT total energy: -4453.766676 a.u.
Gap between HOMO and LUMO: 8.04 eV
Charge: 0

Geometry as XYZ:
```
263
C83H162FN9O8 | the OMol25 dataset | wB97M-V/def2-TZVPD
C -6.14110 0.58060 5.54924
C -5.17535 -0.64439 5.62618
C -4.11865 -0.48751 6.77304
C -6.03858 -1.87374 6.03551
C -6.94269 -2.46653 5.02954
C -6.17813 -2.68487 3.71369
C -5.36623 -1.50285 3.22694
C -4.37247 -2.11127 2.10086
C -6.18553 -0.41504 2.49987
N -4.48415 -1.01875 4.37635
O -3.60656 -0.02482 3.87241
H -6.48186 0.88922 6.53754
H -5.76109 1.44372 5.00271
H -7.08282 0.29581 5.08002
H -3.62499 -1.41623 7.05920
H -3.37983 0.19834 6.35847
H -4.50765 -0.03584 7.68560
H -5.35137 -2.70638 6.18565
H -6.44960 -1.62056 7.01279
H -7.43870 -3.39053 5.32671
H -7.79401 -1.80719 4.86040
H -6.88796 -2.93237 2.92440
H -5.61040 -3.61463 3.75001
H -3.55160 -1.45751 1.80610
H -4.93775 -2.44293 1.22992
H -3.87494 -2.89534 2.67166
H -5.57679 0.48651 2.43106
H -7.11740 -0.14075 2.99431
H -6.44920 -0.68865 1.47824
H -2.75959 -0.44577 4.03689
C -3.01608 -2.27644 -6.11359
C -2.28051 -3.09347 -5.06752
C -1.40546 -2.15865 -4.24392
C -3.35967 -3.70632 -4.08086
C -4.01622 -5.01686 -4.59791
C -2.88075 -5.96869 -5.08596
C -1.90139 -5.37644 -6.13906
C -0.72514 -6.43250 -6.28713
C -2.70300 -5.25404 -7.46825
N -1.35457 -4.11132 -5.61472
O -0.43664 -3.57807 -6.51802
H -3.85077 -2.87445 -6.47935
H -3.41788 -1.38290 -5.63584
H -2.40569 -2.06923 -6.99256
H -1.88111 -1.34016 -3.70361
H -0.87203 -2.68412 -3.45181
H -0.61322 -1.75517 -4.87452
H -2.92216 -3.87511 -3.09690
H -4.18562 -3.02270 -3.88444
H -4.67808 -5.44660 -3.84600
H -4.64894 -4.71327 -5.43193
H -3.45023 -6.80127 -5.49899
H -2.34271 -6.36047 -4.22275
H -1.17709 -7.40515 -6.48148
H -0.13703 -6.62256 -5.38929
H 0.01840 -6.18052 -7.04327
H -2.78375 -6.24609 -7.91256
H -2.19793 -4.75535 -8.29548
H -3.72360 -4.88623 -7.36244
H 0.36797 -3.63059 -5.99702
C -3.41760 3.34772 2.33200
C -3.12996 4.18392 3.59247
C -4.38204 4.41381 4.45268
C -2.01469 3.45144 4.41803
C -0.57155 3.49761 3.90746
C -0.19969 4.94089 3.51275
C -1.16680 5.68702 2.60258
C -0.86666 7.17119 2.77270
C -0.91713 5.24746 1.06720
N -2.54165 5.47311 3.17295
O -3.47149 6.31329 2.55384
H -4.18929 2.61459 2.56677
H -3.86143 3.93583 1.52873
H -2.60317 2.95701 1.72194
H -4.61565 3.55784 5.08580
H -4.23442 5.23818 5.15033
H -5.23558 4.74059 3.85874
H -1.99697 3.71972 5.47435
H -2.24449 2.38777 4.35566
H 0.14830 3.20269 4.67096
H -0.40172 2.91655 3.00103
H 0.76928 4.69841 3.07638
H 0.00203 5.46223 4.44849
H -1.52969 7.74634 2.12641
H 0.10880 7.42311 2.35664
H -0.94766 7.42864 3.82876
H 0.10907 5.40826 0.73683
H -1.55613 5.75670 0.34578
H -1.25220 4.22352 0.90172
H -3.96014 6.60388 3.32739
C 5.87382 2.16575 7.53292
C 5.98366 1.55778 6.11917
C 7.44740 1.15635 5.92280
C 5.01522 0.31874 6.16840
C 4.51697 -0.13563 4.80781
C 3.98140 0.99304 3.94729
C 5.02668 2.19437 3.74897
C 6.06142 1.70492 2.72761
C 4.21315 3.39243 3.19741
N 5.60726 2.57750 5.06523
O 6.45804 3.67569 4.94214
H 5.84246 1.47766 8.37770
H 6.76721 2.78345 7.62455
H 4.99665 2.79794 7.67084
H 7.49948 0.40661 5.13332
H 8.04672 2.01979 5.63403
H 7.89038 0.81435 6.85816
H 5.65580 -0.52329 6.43060
H 4.27010 0.45405 6.95235
H 5.28300 -0.59806 4.18533
H 3.83793 -0.97937 4.93070
H 2.97220 1.28251 4.24025
H 3.88519 0.55368 2.95441
H 5.75764 1.73336 1.68118
H 6.44729 0.71151 2.95643
H 6.99317 2.26645 2.79559
H 3.52054 2.94039 2.48744
H 4.83373 4.15752 2.73092
H 3.65084 3.90340 3.97895
H 5.90960 4.35693 5.33803
C 3.94337 -4.36328 1.19654
C 3.69784 -3.49920 2.45671
C 2.69030 -2.31066 2.22329
C 2.96247 -4.35985 3.48911
C 3.78947 -5.43001 4.30300
C 5.07881 -4.70167 4.79274
C 5.87534 -3.97233 3.68298
C 6.91187 -3.10922 4.45108
C 6.62562 -5.04082 2.84768
N 4.95131 -3.00771 3.01600
O 5.66336 -2.23345 2.15078
H 4.32813 -5.34553 1.47084
H 3.03173 -4.51121 0.61764
H 4.57553 -3.78816 0.51999
H 1.68389 -2.62577 1.94772
H 2.52598 -1.78207 3.16227
H 3.06324 -1.50612 1.58947
H 2.66089 -3.67906 4.28514
H 2.07606 -4.88419 3.13211
H 3.17424 -5.76951 5.13627
H 3.85889 -6.27114 3.61323
H 5.71857 -5.31731 5.42502
H 4.71564 -3.88484 5.41643
H 7.50929 -2.54387 3.73585
H 7.68303 -3.70252 4.94241
H 6.50489 -2.30578 5.06504
H 6.01730 -5.87579 2.50002
H 7.52030 -5.40255 3.35444
H 7.04394 -4.43079 2.04707
H 5.72601 -1.40123 2.62520
C -7.62537 2.64922 -4.40244
C -6.17374 2.00917 -4.24656
C -6.37244 0.58128 -4.69653
C -5.25562 2.64624 -5.27479
C -3.75502 2.37754 -5.15193
C -3.32828 2.61114 -3.66366
C -4.20074 1.94277 -2.57343
C -4.06207 0.38576 -2.56278
C -3.74222 2.52961 -1.20397
N -5.59435 2.33437 -2.90992
O -6.43891 2.03678 -1.90092
H -8.13747 2.35515 -5.31861
H -8.32606 2.49014 -3.58279
H -7.59824 3.73875 -4.41956
H -6.96588 0.46349 -5.60320
H -5.46274 0.02177 -4.91446
H -6.90972 0.03528 -3.92109
H -5.54936 2.40340 -6.29599
H -5.37126 3.72142 -5.41165
H -3.53694 1.36165 -5.48132
H -3.13435 2.99020 -5.80578
H -2.99925 3.61288 -3.38731
H -2.35385 2.12295 -3.67956
H -4.97037 -0.15812 -2.30334
H -3.25561 0.07452 -1.89882
H -3.68311 -0.00490 -3.50717
H -3.98880 1.90897 -0.34252
H -4.22055 3.49713 -1.05167
H -2.65661 2.61914 -1.16458
H -6.42202 2.77699 -1.28985
C 1.30392 2.73375 -4.60759
C 1.50248 3.97646 -5.58095
C 2.68384 3.69166 -6.54891
C 0.18127 4.08623 -6.44658
C -0.97339 4.62125 -5.69609
C -0.68678 5.93944 -5.05097
C 0.60527 5.92296 -4.12840
C 0.99527 7.44230 -3.93512
C 0.41397 5.43614 -2.66396
N 1.70967 5.28726 -4.86036
O 2.84344 5.25021 -4.07897
H 1.90512 2.82522 -3.70300
H 0.25593 2.61614 -4.33193
H 1.63098 1.77856 -5.01838
H 2.54284 2.75784 -7.09315
H 2.79643 4.43927 -7.33410
H 3.61896 3.71277 -5.98926
H 0.24248 4.80569 -7.26311
H -0.20063 3.13903 -6.82745
H -1.84180 4.81468 -6.32581
H -1.34023 3.91827 -4.94820
H -1.54012 5.99069 -4.37474
H -0.76286 6.74321 -5.78327
H 1.03804 8.02788 -4.85347
H 1.97052 7.65952 -3.49946
H 0.23394 7.86389 -3.27881
H -0.40243 5.92618 -2.13344
H 1.25834 5.26767 -1.99556
H 0.13589 4.38452 -2.73356
H 3.51427 5.71518 -4.58433
C 2.80363 -1.85691 -2.38505
C 3.89867 -2.13470 -3.45541
C 4.40914 -0.70885 -4.00022
C 5.15528 -2.67001 -2.67598
C 4.98440 -4.19153 -2.26395
C 4.64429 -4.95593 -3.57000
C 3.31084 -4.53213 -4.24521
C 3.33388 -5.23942 -5.69033
C 2.04746 -5.10858 -3.61325
N 3.43784 -3.05811 -4.47877
O 2.39017 -2.55243 -5.25175
H 2.44715 -2.80024 -1.97134
H 3.20007 -1.19146 -1.61817
H 1.96020 -1.46527 -2.95367
H 5.00650 -0.90795 -4.88995
H 3.51621 -0.22342 -4.39411
H 5.11938 -0.10803 -3.43217
H 6.02440 -2.65507 -3.33363
H 5.32243 -2.11401 -1.75347
H 5.96402 -4.46675 -1.87320
H 4.30617 -4.37742 -1.43115
H 4.60199 -6.02750 -3.37492
H 5.43052 -4.89155 -4.32220
H 2.45823 -4.90510 -6.24671
H 3.41756 -6.32619 -5.69420
H 4.18907 -4.81031 -6.21246
H 1.94013 -4.62223 -2.64370
H 2.08073 -6.16021 -3.32855
H 1.22050 -4.81920 -4.26171
H 2.77909 -1.93256 -5.87312
F 2.87863 0.73986 0.35368
C 1.50336 0.56228 0.28406
C 0.78775 0.32834 1.50465
C -0.62718 0.28764 1.44060
C -1.23741 0.45508 0.25732
C -0.54759 0.65057 -0.92055
C 0.85639 0.63394 -0.94414
H 1.30913 0.22734 2.44506
H -1.26368 0.25190 2.31238
H -2.31557 0.39371 0.24342
H -1.06900 0.66733 -1.86620
H 1.45237 0.72858 -1.83982
C 0.79688 -2.50602 6.16097
C -0.22326 -3.26506 5.59714
C -1.16874 -2.58288 4.86669
N -1.19135 -1.23861 4.53623
C -0.10684 -0.53267 5.02181
C 0.87058 -1.14015 5.81735
H 1.55582 -3.01964 6.73245
H -0.30197 -4.33854 5.68573
H -1.94779 -3.21997 4.47479
H -0.12536 0.52255 4.79258
H 1.71709 -0.59970 6.21450
```



# H20O10

A cluster of 10 separate species, H20O10 in total in a non-equilibrium geometry (wB97M-V/def2-TZVPD, the OMol25 dataset).

Summary:
Max |F|: 4.48 eV/A
DFT total energy: -764.289075 a.u.
Gap between HOMO and LUMO: 10.04 eV
Charge: 0

Geometry as XYZ:
```
30
H20O10 | the OMol25 dataset | wB97M-V/def2-TZVPD
O 0.13264 0.38745 -0.29389
H 0.18680 0.03620 0.61205
H -0.08146 -0.35234 -0.95743
O -2.04129 -4.19358 0.46341
H -2.17931 -3.74843 1.32071
H -1.91870 -3.45623 -0.08191
O -0.03819 -2.68135 -3.58853
H -0.06293 -3.46827 -3.11699
H 0.83128 -2.28531 -3.41697
O -3.70220 1.88594 -0.47334
H -2.71830 2.08706 -0.27437
H -3.81812 0.98917 -0.78413
O 3.69914 -0.06413 4.39160
H 3.09113 -0.14165 5.23054
H 3.08010 -0.42660 3.74420
O 3.23883 1.75584 -0.36609
H 3.63316 2.32780 -1.01620
H 3.90745 1.68149 0.35600
O -2.37818 -0.16683 -2.39557
H -1.80704 -0.66078 -1.73433
H -1.96900 -0.47679 -3.19362
O 3.18558 2.70171 1.88817
H 2.37796 3.04740 2.26939
H 2.98933 1.70283 1.83389
O 0.29067 0.96805 -3.64650
H 1.11151 0.81879 -3.27439
H 0.48046 0.63137 -4.57240
O -2.62202 -0.22465 3.86007
H -2.43950 -0.21369 4.81719
H -2.81467 -1.03975 3.52424
```



# C12H5Cl6MnN2O8

A structure of composition C12H5Cl6MnN2O8 (wB97M-V/def2-TZVPD, the OMol25 dataset).

Summary:
Max |F|: 0.61 eV/A
Spin multiplicity: 5
DFT total energy: -5083.730523 a.u.
Gap between HOMO and LUMO (alpha / beta): 7.91 / 8.72 eV
Charge: 0

Geometry as XYZ:
```
34
C12H5Cl6MnN2O8 | the OMol25 dataset | wB97M-V/def2-TZVPD
Mn 0.05757 -0.99393 -1.04090
C -0.55298 1.50665 1.86908
C 0.71148 0.80008 1.53869
N 0.94028 -0.02982 0.52793
C 2.26028 -0.42602 0.60906
C 2.84140 0.17462 1.67131
N 1.84967 0.93743 2.23722
C 4.19710 0.16222 2.27919
O 5.11353 -0.57662 1.68675
O 4.39774 0.83645 3.25814
C 2.75873 -1.34006 -0.44060
O 3.90325 -1.74878 -0.44124
O 1.83818 -1.61032 -1.31956
H -1.40057 0.85007 1.69945
H -0.66798 2.38901 1.23673
H -0.55679 1.82385 2.91038
H 2.00102 1.50414 3.06079
H 4.76121 -1.04479 0.88151
Cl -2.97515 -1.28855 0.84029
C -2.79317 0.00017 -0.29801
C -1.59618 0.14840 -0.96841
C -1.45115 1.22559 -1.81093
Cl 0.10315 1.37045 -2.60224
C -2.45170 2.15969 -2.03128
Cl -2.19791 3.48271 -3.09483
C -3.66185 1.98684 -1.36190
Cl -4.93638 3.11094 -1.60703
C -3.83490 0.90806 -0.49045
Cl -5.32217 0.71453 0.34806
O -1.86412 -4.18315 -2.13707
Cl -0.67034 -3.48446 -1.84045
O 0.50510 -4.18767 -2.19877
O -0.68623 -2.13024 -2.54794
O -0.62011 -3.04749 -0.42297
```



# C3H9DyO3

A structure of composition C3H9DyO3 in a non-equilibrium geometry (wB97M-V/def2-TZVPD, the OMol25 dataset).

Summary:
Max |F|: 3.63 eV/A
Spin multiplicity: 7
DFT total energy: -1230.070071 a.u.
Gap between HOMO and LUMO (alpha / beta): 8.91 / 7.70 eV
Charge: +1

Geometry as XYZ:
```
16
C3H9DyO3 | the OMol25 dataset | wB97M-V/def2-TZVPD
Dy -0.82627 0.19184 -2.61223
O 0.66899 -1.20489 -1.91877
H 0.47600 -2.21519 -1.19537
C -1.75877 1.63815 0.36975
O -0.72965 0.85361 -0.21058
C 0.22733 0.35824 0.72011
C 1.26339 -0.50934 0.03598
H -2.45589 1.92564 -0.42545
H -2.29903 1.04913 1.12473
H -1.31087 2.54752 0.79611
H -0.33259 -0.22534 1.46823
H 0.72399 1.22703 1.18055
H 2.08810 -0.62665 0.76004
H 1.86141 0.15662 -0.61579
O 0.78607 -2.34326 0.27062
H 1.61780 -2.82312 0.25206
```



# C43H31F5MoP2Si

A structure of composition C43H31F5MoP2Si (wB97M-V/def2-TZVPD, the OMol25 dataset).

Summary:
Max |F|: 0.54 eV/A
Spin multiplicity: 3
DFT total energy: -3196.352761 a.u.
Gap between HOMO and LUMO (alpha / beta): 7.01 / 7.24 eV
Charge: +2

Geometry as XYZ:
```
83
C43H31F5MoP2Si | the OMol25 dataset | wB97M-V/def2-TZVPD
Mo -0.22992 -0.43559 0.43739
C -3.29851 1.67434 1.09173
Si -1.77971 1.53564 0.04453
C -2.23833 1.41300 -1.77649
C -3.15136 2.32024 -2.32568
C -3.47463 2.28841 -3.67403
C -2.89871 1.34271 -4.51371
C -2.00676 0.41990 -3.99699
C -1.69234 0.45696 -2.63746
P -0.63701 -0.81986 -1.95914
C 0.71774 -1.19896 -3.06026
C 1.69644 -0.22795 -3.26709
C 2.73396 -0.47682 -4.14679
C 2.79538 -1.69028 -4.82279
C 1.81696 -2.65291 -4.62760
C 0.77268 -2.41143 -3.74652
C -1.60138 -2.28020 -1.56913
C -0.93654 -3.42264 -1.10080
C -1.66479 -4.51928 -0.67825
C -3.05522 -4.48042 -0.71720
C -3.71845 -3.35350 -1.18247
C -2.99713 -2.24773 -1.60745
C -0.66433 3.02676 0.33050
C -1.16169 4.30727 0.05927
C -0.38981 5.43888 0.26710
C 0.90599 5.32487 0.75807
C 1.42486 4.07413 1.03842
C 0.63864 2.93824 0.82761
P 1.29375 1.33118 1.26979
C 1.15950 1.05946 3.03870
C 1.43490 -0.21096 3.55828
C 1.29062 -0.45388 4.91352
C 0.86676 0.56814 5.75392
C 0.58796 1.82816 5.24383
C 0.72705 2.07940 3.88751
C 2.98285 1.22281 0.67186
C 3.95977 0.52558 1.38300
C 5.24155 0.41542 0.86609
C 5.55146 1.00191 -0.35262
C 4.58391 1.70843 -1.05536
C 3.29994 1.81774 -0.54985
H -3.79233 2.62005 0.85165
H -3.06009 1.68772 2.15489
H -4.00189 0.86625 0.89901
H -3.62415 3.06826 -1.70162
H -4.17715 3.00510 -4.07707
H -3.15000 1.32028 -5.56495
H -1.56050 -0.32298 -4.64770
H 1.65220 0.72801 -2.75968
H 3.49370 0.27440 -4.31122
H 3.60740 -1.88203 -5.51083
H 1.86037 -3.59058 -5.16340
H 0.00699 -3.16308 -3.60796
H 0.14799 -3.46159 -1.07448
H -1.15298 -5.40444 -0.32557
H -3.62531 -5.33883 -0.38813
H -4.79869 -3.33555 -1.21734
H -3.51841 -1.36754 -1.96230
H -2.16666 4.43232 -0.32422
H -0.79585 6.41653 0.04542
H 1.50697 6.20808 0.92363
H 2.43572 3.98273 1.41863
H 1.77592 -1.01392 2.91353
H 1.51214 -1.43434 5.31188
H 0.75226 0.38025 6.81270
H 0.25944 2.61878 5.90366
H 0.49398 3.06120 3.49766
H 3.74147 0.08859 2.34793
H 5.99944 -0.11636 1.42369
H 6.55465 0.92202 -0.74832
H 4.83699 2.18991 -1.98996
H 2.56083 2.39598 -1.09263
F -2.98827 -1.10045 2.12870
C -2.04449 -2.02036 2.33937
C -0.80931 -1.91981 1.71857
C 0.12091 -2.91506 1.96531
F 1.32591 -2.82333 1.35723
C -0.13246 -3.98469 2.79741
F 0.76852 -4.92661 3.01712
C -1.38242 -4.05767 3.40795
F -1.65361 -5.06694 4.20318
C -2.34333 -3.08046 3.18387
F -3.52196 -3.17699 3.77093
```



# C4H4ClF3O2S

The molecule C4H4ClF3O2S in a non-equilibrium geometry (wB97M-V/def2-TZVPD, the OMol25 dataset).

Summary:
Max |F|: 3.99 eV/A
DFT total energy: -1463.203766 a.u.
Gap between HOMO and LUMO: 9.98 eV
Charge: 0

Geometry as XYZ:
```
15
C4H4ClF3O2S | the OMol25 dataset | wB97M-V/def2-TZVPD
C -3.39502 -0.01462 -0.77415
C -2.05911 -0.58057 -0.94545
C 1.80230 0.31067 0.48986
C 0.73155 -0.29301 -0.47521
O -4.16751 0.33176 -1.62460
O -1.05189 1.02659 1.07220
F 2.85797 -0.50282 0.61316
F 0.37519 -1.54819 -0.11084
F 1.17852 -0.35250 -1.74974
S -0.79802 0.89048 -0.33411
Cl -3.78246 -0.08077 0.94376
H -1.66744 -1.39144 -0.29601
H -1.85992 -0.63836 -2.00889
H 1.98499 1.32944 -0.08564
H 1.15203 0.43227 1.42803
```



# C3H7ClOS2

The molecule C3H7ClOS2 in a non-equilibrium geometry (wB97M-V/def2-TZVPD, the OMol25 dataset).

Summary:
Max |F|: 6.56 eV/A
DFT total energy: -1450.253020 a.u.
Gap between HOMO and LUMO: 7.85 eV
Charge: 0

Geometry as XYZ:
```
14
C3H7ClOS2 | the OMol25 dataset | wB97M-V/def2-TZVPD
C 1.07101 0.57815 -1.13811
C 0.31814 0.09963 1.29725
C 0.16889 -0.36742 -0.22255
O 0.34167 -1.61402 -0.50056
S -2.42535 2.03537 -0.27533
S -1.71386 0.28841 -0.68820
Cl -2.44994 -1.23326 0.64531
H 0.71468 1.54229 -1.33194
H 2.08979 0.48541 -0.84307
H 1.02921 0.03444 -2.13933
H -0.34314 0.86975 1.34719
H 1.32353 0.31128 1.66444
H -0.09712 -0.76582 2.01894
H -0.02750 -2.26420 0.16597
```